[1]
Entry from the Open Molecules 2025 dataset: a cluster of 11 separate species, C54H52Cl6N8O16 in total (ωB97M-V/def2-TZVPD).

Cartesian coordinates (Å):
O -2.76438 3.62315 2.66819
N -3.03409 3.11072 1.60091
O -2.66665 2.00156 1.26280
C -3.69005 3.97219 0.61379
C -4.76189 4.73896 1.01452
C -5.34998 5.63762 0.09559
C -4.76048 5.80973 -1.15141
C -3.74668 4.94761 -1.54406
C -3.19793 4.03000 -0.68274
H -5.07634 4.74823 2.04882
H -6.25795 6.10302 0.45056
H -5.29483 6.41663 -1.87098
H -3.42253 5.00225 -2.57479
H -2.30288 3.51819 -1.01481
O 1.64377 2.68360 1.39896
N 1.17458 3.76945 1.09388
O 0.68587 3.99573 0.00015
C 1.25053 4.86029 2.05142
C 0.48393 6.01698 1.87643
C 0.59209 7.05209 2.77482
C 1.51907 6.96213 3.81650
C 2.24943 5.80757 4.05505
C 2.02512 4.74190 3.19075
H -0.20056 6.11376 1.04316
H -0.05258 7.91513 2.70150
H 1.66189 7.71159 4.58806
H 2.87072 5.66451 4.92497
H 2.40062 3.74774 3.41215
O -6.51535 -2.46612 -5.18458
N -6.74255 -1.51757 -4.47783
O -7.83057 -1.04138 -4.23603
C -5.60554 -0.87989 -3.80462
C -5.74205 0.34122 -3.17785
C -4.73711 0.88901 -2.39806
C -3.52126 0.22921 -2.31695
C -3.34450 -1.04105 -2.91055
C -4.39635 -1.53758 -3.65430
H -6.70614 0.83420 -3.24238
H -4.82192 1.82307 -1.85985
H -2.78368 0.73581 -1.70300
H -2.37720 -1.49336 -2.75546
H -4.35532 -2.56058 -4.01795
O 6.20660 -5.33785 -6.53933
N 5.90614 -4.16425 -6.65031
O 6.44180 -3.39108 -7.42788
C 4.88699 -3.61941 -5.74850
C 4.32282 -4.39097 -4.75516
C 3.62871 -3.73409 -3.74311
C 3.40819 -2.36499 -3.73790
C 3.81599 -1.63891 -4.87492
C 4.55043 -2.28199 -5.87056
H 4.42733 -5.45882 -4.63597
H 3.19677 -4.38155 -2.98950
H 2.86063 -1.90249 -2.92921
H 3.62898 -0.58387 -4.99350
H 4.79951 -1.66884 -6.72328
O -5.81418 -5.65240 3.00624
N -6.22782 -4.69667 2.39755
O -7.31804 -4.16156 2.57328
C -5.38175 -4.03737 1.39276
C -4.43047 -4.83551 0.78032
C -3.35469 -4.21655 0.12249
C -3.32198 -2.83944 -0.00805
C -4.37904 -2.08548 0.49130
C -5.48095 -2.68194 1.08628
H -4.24422 -5.86943 1.03650
H -2.50858 -4.82155 -0.17617
H -2.39610 -2.37628 -0.32636
H -4.37456 -1.00200 0.50513
H -6.29280 -2.05798 1.42780
O 4.04583 0.89917 -3.13945
N 3.73248 1.63400 -2.23965
O 2.60257 2.01595 -1.98333
C 4.73987 1.90986 -1.19462
C 4.56356 2.97934 -0.34899
C 5.65616 3.40696 0.38785
C 6.93613 2.92503 0.19997
C 7.10095 1.82256 -0.65660
C 5.99381 1.29295 -1.27016
H 3.60659 3.46740 -0.22970
H 5.60592 4.24721 1.07289
H 7.73374 3.46488 0.68916
H 8.06867 1.38824 -0.86485
H 6.09272 0.41848 -1.90184
O 2.10699 3.01061 7.14573
N 2.26204 1.81137 7.12354
O 2.06058 1.07135 8.05723
C 2.63598 1.18435 5.83678
C 2.13948 -0.06131 5.48739
C 2.26056 -0.44618 4.17553
C 3.09480 0.26525 3.30698
C 3.67553 1.46411 3.70168
C 3.42526 1.94357 5.00459
H 1.60553 -0.67527 6.19978
H 1.89708 -1.35827 3.72128
H 3.22692 -0.03520 2.27554
H 4.29096 2.06020 3.04278
H 3.86573 2.87676 5.32251
O 0.83779 -9.41582 -1.25299
N 0.75315 -9.03774 -0.09148
O 0.72917 -9.82609 0.83610
C 0.59841 -7.61326 0.14000
C 0.70094 -6.75095 -0.93600
C 0.90138 -5.38252 -0.65515
C 0.90488 -4.96921 0.65997
C 0.54314 -5.83544 1.71254
C 0.43958 -7.18574 1.44316
H 0.76729 -7.00299 -1.98278
H 1.21725 -4.70385 -1.43492
H 0.94372 -3.90603 0.86420
H 0.43049 -5.38677 2.68819
H 0.33082 -7.81875 2.31221
Cl -3.96086 -0.66798 4.73023
C -2.42358 -1.32428 4.17342
C -2.09284 -2.57076 5.01794
Cl -0.48887 -3.17639 4.47652
H -1.66730 -0.56837 4.36825
H -2.47003 -1.61749 3.12999
H -2.83938 -3.32454 4.78275
H -2.04287 -2.35550 6.07888
Cl -0.10212 -1.41773 1.45073
C -0.33494 0.10281 0.56931
C 0.68258 0.26180 -0.54933
Cl 0.37357 -1.14982 -1.61890
H -0.38781 0.92278 1.28045
H -1.31734 0.02014 0.10758
H 1.73712 0.29811 -0.30299
H 0.43948 1.09410 -1.20331
Cl 0.41209 2.23107 -5.91622
C 0.74257 2.88197 -4.30251
C 0.13350 4.25454 -4.11396
Cl -1.61502 4.39247 -4.56044
H 1.82099 2.99876 -4.30921
H 0.36295 2.26206 -3.49441
H 0.68836 4.95554 -4.73578
H 0.17135 4.58443 -3.07879

Atoms 1-3, force components in eV/Å:
O -0.380 -0.120 0.189
N 1.041 0.427 -0.031
O -0.312 -0.151 -0.202

**SMILES**: O=[N+]([O-])c1ccccc1.O=[N+]([O-])c1ccccc1.O=[N+]([O-])c1ccccc1.O=[N+]([O-])c1ccccc1.O=[N+]([O-])c1ccccc1.O=[N+]([O-])c1ccccc1.O=[N+]([O-])c1ccccc1.O=[N+]([O-])c1ccccc1.ClCCCl.ClCCCl.ClCCCl
**M**: 1281.77 g/mol
**Relative energy (zero: lowest compared OMol25 entry of this formula, charge and spin)**: 0.00 kcal per mole
**HOMO**: -9.95 eV
**Electronic energy**: -176634.009 eV

=====

[2]
Entry from the Open Molecules 2025 dataset: a cluster of 9 separate species, C54H53BF8N2O2 in total (ωB97M-V/def2-TZVPD).

Cartesian coordinates (Å):
C 5.44582 0.79450 4.92195
N 4.19468 1.56634 4.88369
C 4.43222 3.01261 4.99845
B 3.37986 1.20708 3.73290
O 3.96833 0.78432 2.55279
C 1.80679 1.24234 3.85297
C 1.14725 0.53044 5.03189
N -0.28614 0.90460 4.89596
C -0.28595 2.20238 4.31551
O -1.28554 2.82564 4.00727
C 1.16441 2.63408 4.12366
H 6.25099 1.24336 4.34115
H 5.75896 0.67009 5.95748
H 5.25742 -0.20798 4.54527
H 5.40350 3.16792 5.45782
H 3.69875 3.48247 5.65190
H 4.40070 3.54279 4.04425
H 3.59063 1.21512 1.78935
H 1.28931 0.91157 2.94799
H 1.47775 0.92970 5.98622
H 1.28751 -0.54464 5.05142
H -0.68891 0.30357 4.17998
H 1.32245 3.34833 3.32298
H 1.54875 3.06087 5.04879
F 1.06377 5.96255 5.47546
C -0.20457 6.34266 5.76222
C -0.43892 7.65399 6.12274
C -1.73968 8.03926 6.41308
C -2.77378 7.11566 6.34442
C -2.50774 5.80186 5.98172
C -1.21315 5.40527 5.68265
H 0.38360 8.35491 6.17428
H -1.94469 9.06377 6.69285
H -3.78612 7.42049 6.57348
H -3.31009 5.07861 5.92834
H -0.99168 4.39145 5.38906
F 1.86244 -1.32628 7.54584
C 1.45209 -0.70403 8.66987
C 2.36477 0.03892 9.39050
C 1.93606 0.68411 10.54118
C 0.61541 0.57477 10.95382
C -0.28240 -0.17956 10.21123
C 0.13299 -0.82450 9.05575
H 3.38963 0.10723 9.05106
H 2.63628 1.27509 11.11561
H 0.28623 1.07875 11.85225
H -1.31178 -0.26652 10.53081
H -0.55139 -1.40959 8.45654
F -0.98837 -1.81751 3.04683
C -1.15880 -1.71570 1.70775
C -1.93464 -0.68605 1.21444
C -2.10047 -0.57803 -0.15867
C -1.49793 -1.49690 -1.00663
C -0.72313 -2.52420 -0.48589
C -0.54505 -2.63784 0.88553
H -2.39844 0.01795 1.89504
H -2.69647 0.22345 -0.56403
H -1.63247 -1.40876 -2.07477
H -0.25362 -3.24043 -1.14728
H 0.05992 -3.42489 1.31526
F 0.04866 0.05047 -3.28480
C -0.81428 0.94286 -3.81966
C -1.97355 0.47374 -4.40436
C -2.86225 1.39035 -4.94628
C -2.57884 2.74828 -4.90180
C -1.40398 3.19322 -4.31112
C -0.51035 2.28670 -3.76029
H -2.17296 -0.59044 -4.43620
H -3.77740 1.04073 -5.40432
H -3.27342 3.45922 -5.32786
H -1.18047 4.25071 -4.27828
H 0.40741 2.61121 -3.28891
F 0.54993 -3.69514 -7.35355
C 1.46943 -3.23986 -6.47087
C 2.81044 -3.46315 -6.70077
C 3.72846 -2.97480 -5.78017
C 3.29654 -2.28713 -4.65244
C 1.93866 -2.08625 -4.44347
C 1.01628 -2.56132 -5.36014
H 3.12643 -4.00440 -7.58309
H 4.78553 -3.13270 -5.94826
H 4.01679 -1.91058 -3.93896
H 1.59017 -1.56431 -3.56794
H -0.04592 -2.40622 -5.22000
F -6.40600 -2.92678 -5.48485
C -5.10839 -3.19136 -5.73886
C -4.25604 -3.43101 -4.68016
C -2.92251 -3.70535 -4.95015
C -2.45909 -3.72958 -6.25987
C -3.33794 -3.48152 -7.30532
C -4.67509 -3.21339 -7.04936
H -4.63515 -3.40234 -3.66721
H -2.24153 -3.90145 -4.13146
H -1.41547 -3.93035 -6.46262
H -2.98039 -3.49378 -8.32603
H -5.37714 -3.02307 -7.84996
F 7.49094 -5.02898 -6.99615
C 6.96068 -4.95505 -8.23326
C 7.17892 -3.81959 -8.98726
C 6.62957 -3.74799 -10.25893
C 5.87018 -4.79913 -10.75373
C 5.66160 -5.92892 -9.97497
C 6.21148 -6.01443 -8.70424
H 7.76798 -3.00916 -8.57954
H 6.79545 -2.86737 -10.86420
H 5.44164 -4.73729 -11.74465
H 5.06754 -6.74817 -10.35627
H 6.06533 -6.88741 -8.08253
F -4.31719 1.64227 0.08011
C -5.62349 1.33040 0.22651
C -6.57413 2.16460 -0.32398
C -7.91301 1.83532 -0.17370
C -8.27865 0.69131 0.52231
C -7.30197 -0.12985 1.06810
C -5.95946 0.18569 0.91940
H -6.26571 3.05354 -0.85743
H -8.67240 2.47494 -0.60217
H -9.32410 0.44041 0.63868
H -7.58425 -1.02023 1.61297
H -5.18093 -0.44361 1.33026

Atoms 1-3, force components in eV/Å:
C -0.349 -0.011 0.248
N 0.509 -0.502 -0.614
C -0.430 -0.111 0.496

**SMILES**: CN(C)B(O)[C@H]1CNC(=O)C1.Fc1ccccc1.Fc1ccccc1.Fc1ccccc1.Fc1ccccc1.Fc1ccccc1.Fc1ccccc1.Fc1ccccc1.Fc1ccccc1
**M**: 924.83 g/mol
**Relative energy (zero: lowest compared OMol25 entry of this formula, charge and spin)**: 0.00 kcal per mole
**HOMO**: -8.75 eV
**Electronic energy**: -86350.329 eV

=====

- HOMO of number 2 (C54H53BF8N2O2)?
  -8.75 eV

=====

- Which of these has the highest M?
  C54H52Cl6N8O16

=====

- Which of these has the highest HOMO?
  C54H53BF8N2O2